[1]
Entry from OMol25: a molecular structure, C20H28ClGaO2SeSi in a non-equilibrium geometry (wB97M-V/def2-TZVPD).

Computed properties:
E_HOMO: -0.268 Eh
molar mass: 512.7 g/mol
E_LUMO: -0.9 eV
charge: 0
ΔE to the lowest compared entry with this formula, charge and spin: 0.228 eV

Last column: Mulliken charge in e.
Geometry (Å):
Ga1 -0.359 0.199 0.045  -0.2402
C1 -2.112 2.367 -1.656  1.2735
C2 -2.270 1.038 -2.288  -0.1924
C3 -2.508 0.087 -1.305  -0.2654
C4 -2.248 0.761 0.003  3.7731
C5 -2.170 2.196 -0.282  -0.7970
C6 -2.210 3.242 0.805  -1.5898
C7 -3.075 0.362 1.248  -2.1161
C8 -2.908 -1.305 -1.455  -1.9411
C9 -2.206 0.806 -3.775  -1.5423
C10 -1.924 3.616 -2.466  -1.8473
H1 -2.155 4.231 0.372  0.4019
H2 -1.395 3.143 1.545  0.1766
H3 -3.082 3.094 1.407  0.3266
H4 -2.630 0.832 2.125  0.5314
H5 -3.059 -0.662 1.537  0.4517
H6 -4.059 0.832 1.237  0.3949
H7 -2.207 -1.910 -2.041  0.4170
H8 -3.859 -1.360 -1.962  0.4098
H9 -3.036 -1.849 -0.533  0.3357
H10 -2.966 1.437 -4.279  0.3467
H11 -2.353 -0.278 -3.909  0.4002
H12 -1.193 1.157 -4.127  0.2385
H13 -1.058 3.641 -3.126  0.3273
H14 -1.787 4.514 -1.854  0.3994
H15 -2.701 3.851 -3.167  0.3751
Cl1 2.883 -2.516 5.794  -0.2348
C11 1.787 -1.970 4.514  0.2248
C12 1.002 -3.015 3.926  -0.6771
C13 0.133 -2.726 2.888  -0.8578
C14 0.171 -1.445 2.308  0.1613
O1 -0.566 -1.189 1.294  -0.0827
C15 0.920 -0.431 2.940  1.4705
C16 1.005 0.910 2.483  -0.2390
O2 0.492 1.468 1.499  -0.3812
C17 1.757 -0.690 4.093  -1.0554
H16 0.994 -3.882 4.537  0.4305
H17 -0.449 -3.464 2.450  0.5575
H18 1.487 1.572 3.204  0.3419
H19 2.410 0.081 4.489  0.4123
C18 3.538 -1.202 0.452  -0.9238
Si1 2.923 -0.827 -1.279  0.4500
C19 4.415 -0.075 -2.205  -1.0191
C20 2.631 -2.548 -2.141  -1.0754
Se1 1.065 0.431 -1.743  -0.1878
H20 4.393 -1.903 0.361  0.3942
H21 2.810 -1.796 0.980  0.1534
H22 3.860 -0.438 1.178  0.3448
H23 5.357 -0.666 -1.963  0.2668
H24 4.720 1.003 -2.002  0.2825
H25 4.139 -0.075 -3.275  0.2846
H26 3.362 -3.323 -1.838  0.3529
H27 2.638 -2.445 -3.240  0.2942
H28 1.654 -2.879 -1.802  0.2641

---

[2]
Entry from OMol25: a molecular structure, C20H28ClN3O5Tm in a non-equilibrium geometry (wB97M-V/def2-TZVPD).

Computed properties:
E_HOMO (alpha / beta): -0.038 / -0.039 Eh
molar mass: 594.8 g/mol
E_LUMO (alpha / beta): 2.6 / 2.6 eV
charge: -1
2S+1: 3
<S²>: 2.00

Last column: Löwdin spin population.
Geometry (Å):
Tm1 0.278 0.523 1.759  2.0191
Cl1 1.733 0.117 3.802  -0.0145
N1 2.258 -0.376 -0.236  0.0001
N2 -2.169 0.285 1.081  -0.0009
C1 3.111 0.589 -0.397  0.0005
C2 -2.751 1.422 0.803  0.0027
C3 2.787 -1.533 -1.016  0.0000
C4 4.264 -1.161 -1.184  0.0000
C5 2.096 -1.654 -2.369  0.0000
C6 2.637 -2.805 -0.226  0.0000
H1 2.230 -0.751 -2.981  0.0000
H2 1.024 -1.833 -2.232  0.0000
H3 2.517 -2.504 -2.923  0.0000
H4 3.118 -2.691 0.748  -0.0001
H5 3.132 -3.630 -0.761  0.0000
H6 1.590 -3.051 -0.065  0.0000
C7 -3.227 -0.776 0.943  -0.0001
C8 -4.480 0.014 0.557  0.0000
C9 -3.429 -1.479 2.268  0.0000
C10 -2.838 -1.778 -0.127  0.0000
H7 -2.698 -1.285 -1.096  0.0000
H8 -3.637 -2.529 -0.230  0.0000
H9 -1.909 -2.282 0.161  0.0000
H10 -3.772 -0.758 3.021  0.0000
H11 -2.501 -1.947 2.610  0.0000
H12 -4.203 -2.251 2.150  0.0000
O1 -4.040 1.405 0.500  0.0010
H13 -5.290 -0.020 1.300  0.0000
H14 -4.900 -0.219 -0.429  0.0000
O2 4.288 0.291 -0.942  0.0001
H15 4.708 -1.337 -2.174  0.0000
H16 4.898 -1.619 -0.409  0.0000
C11 2.745 2.003 -0.060  0.0012
C12 -2.005 2.719 0.749  0.0020
C13 -0.962 2.597 -0.369  0.0006
H17 -1.522 2.847 1.745  0.0022
H18 -2.692 3.561 0.589  0.0001
C14 0.242 1.996 -0.096  -0.0028
C15 1.412 2.264 -0.749  0.0008
H19 0.325 0.591 3.977  -0.0106
C16 1.259 2.607 -2.110  -0.0002
C17 -0.032 2.959 -2.538  0.0006
C18 2.491 2.687 -2.930  0.0000
C19 -1.167 2.938 -1.716  -0.0003
H20 -0.126 3.345 -3.545  0.0001
C20 -2.536 3.371 -2.108  -0.0001
H21 -2.514 3.573 -3.170  0.0000
H22 -2.790 4.266 -1.538  0.0000
H23 -3.264 2.593 -1.863  0.0000
H24 3.214 3.343 -2.440  0.0000
H25 2.185 3.088 -3.888  0.0000
H26 2.946 1.699 -3.051  0.0000
H27 3.504 2.708 -0.406  0.0001
H28 2.690 2.073 1.054  0.0006
O3 1.054 -3.571 2.038  -0.0004
N3 0.297 -2.639 2.282  -0.0002
O4 -0.445 -2.475 3.283  -0.0003
O5 0.221 -1.610 1.284  -0.0012

---

[3]
Entry from OMol25: a molecular structure, C20H28HoN in a non-equilibrium geometry (wB97M-V/def2-TZVPD).

Computed properties:
E_HOMO (alpha / beta): -0.563 / -0.562 Eh
molar mass: 447.4 g/mol
E_LUMO (alpha / beta): -7.1 / -7.0 eV
charge: +2
ΔE to the lowest compared entry with this formula, charge and spin: 0.000 eV
2S+1: 5
<S²>: 6.01

Last column: Löwdin spin population.
Geometry (Å):
C1 2.271 3.290 -0.635  -0.0004
H1 2.186 4.357 -0.433  -0.0001
H2 2.985 3.107 -1.456  0.0000
H3 2.716 2.845 0.276  0.0000
C2 0.909 2.626 -0.964  -0.0011
H4 1.096 1.717 -1.564  -0.0003
H5 0.426 2.278 -0.023  -0.0004
C3 -0.054 3.584 -1.675  0.0000
H6 -1.121 3.320 -1.568  0.0000
H7 0.024 4.589 -1.215  0.0000
H8 0.131 3.685 -2.766  0.0000
C4 -1.112 -2.166 -1.643  -0.0043
C5 -1.520 -1.205 -2.635  -0.0069
C6 -0.340 -0.466 -3.024  -0.0088
C7 0.766 -0.952 -2.244  -0.0083
C8 0.295 -1.999 -1.394  -0.0094
C9 1.160 -2.789 -0.481  -0.0009
C10 2.190 -0.552 -2.395  -0.0009
C11 -0.224 0.550 -4.099  -0.0008
C12 -2.935 -0.895 -2.985  -0.0004
C13 -1.988 -3.163 -0.972  0.0010
Ho1 -0.874 -0.012 -0.734  4.0493
H9 2.770 -0.811 -1.502  0.0000
H10 2.715 -1.021 -3.237  -0.0004
H11 2.288 0.531 -2.541  -0.0001
H12 2.051 -2.215 -0.197  0.0000
H13 0.623 -3.028 0.441  -0.0001
H14 1.525 -3.733 -0.912  -0.0005
H15 -2.987 -2.755 -0.777  0.0001
H16 -2.131 -4.062 -1.591  0.0002
H17 -1.573 -3.504 -0.014  0.0000
H18 -3.001 -0.038 -3.661  0.0000
H19 -3.382 -1.756 -3.493  -0.0001
H20 -3.581 -0.675 -2.115  -0.0002
H21 0.446 1.382 -3.841  0.0000
H22 0.197 0.074 -4.998  -0.0005
H23 -1.200 0.964 -4.368  0.0000
N1 -0.429 -0.259 1.526  -0.0064
C14 -0.306 -0.198 2.700  0.0008
C15 -0.218 -0.117 4.117  0.0000
C16 -1.371 0.043 4.916  0.0000
C17 -1.254 0.102 6.309  0.0000
C18 -0.003 -0.002 6.918  -0.0001
C19 1.146 -0.169 6.134  0.0000
C20 1.044 -0.233 4.743  0.0000
H24 -2.346 0.110 4.432  0.0000
H25 -2.156 0.225 6.915  0.0000
H26 0.086 0.041 8.004  0.0000
H27 2.129 -0.259 6.601  0.0000
H28 1.931 -0.383 4.119  0.0000

---

[4]
Entry from OMol25: a molecular structure, C20H28IrN4O2SSi (wB97M-V/def2-TZVPD).

Computed properties:
E_HOMO (alpha / beta): -0.498 / -0.529 Eh
molar mass: 608.8 g/mol
E_LUMO (alpha / beta): -7.1 / -7.1 eV
charge: +2
ΔE to the lowest compared entry with this formula, charge and spin: 1.347 eV
2S+1: 2
<S²>: 0.75

Last column: Löwdin spin population.
Geometry (Å):
Ir1 0.535 0.199 0.153  -0.0029
C1 -3.140 1.438 1.954  0.0004
C2 -1.878 1.336 1.171  0.0034
N1 -0.950 0.495 1.427  0.0002
N2 -1.044 -0.413 2.452  -0.0001
C3 -0.094 -1.359 2.606  0.0003
N3 -0.213 -2.176 3.635  0.0001
S1 1.231 -1.507 1.525  0.0012
C4 -1.559 2.205 0.030  -0.0001
C5 -2.328 3.291 -0.327  0.0010
C6 -1.902 4.114 -1.369  0.0001
C7 -0.716 3.822 -2.006  0.0008
C8 0.004 2.708 -1.595  0.0007
N4 -0.408 1.918 -0.614  0.0003
H1 -3.508 0.450 2.239  0.0001
H2 -3.926 1.901 1.365  0.0001
H3 -2.994 2.038 2.856  0.0002
H4 -1.833 -0.343 3.079  0.0000
H5 -0.932 -2.084 4.336  0.0000
H6 0.474 -2.903 3.770  0.0000
H7 -3.241 3.519 0.203  0.0001
H8 -2.490 4.974 -1.658  0.0000
H9 -0.338 4.433 -2.814  0.0000
H10 0.940 2.435 -2.069  0.0001
C9 -1.753 -2.487 -2.124  0.0234
C10 -0.477 -1.833 -1.606  0.0593
O1 -0.905 -0.804 -0.716  0.0613
C11 1.888 -1.577 -2.589  0.0737
C12 2.492 -2.166 -3.822  0.0175
C13 3.698 -1.804 -4.272  0.0055
C14 4.446 -0.782 -3.579  -0.0005
C15 3.971 -0.133 -2.488  0.0057
C16 2.679 -0.452 -1.983  0.0281
O2 2.239 0.173 -0.983  0.0094
H11 -2.372 -2.811 -1.288  0.0042
H12 -1.503 -3.362 -2.725  0.0018
H13 -2.327 -1.793 -2.737  0.0000
H14 1.918 -2.941 -4.314  0.0018
H15 4.133 -2.270 -5.145  0.0006
H16 5.427 -0.520 -3.959  -0.0001
H17 4.535 0.647 -1.996  0.0011
C17 1.110 1.020 -4.544  0.0067
Si1 -0.228 -0.234 -4.134  0.0651
C18 -1.858 0.591 -3.695  0.0021
C19 -0.471 -1.329 -5.633  0.0268
C20 0.401 -1.272 -2.690  0.5941
H18 0.707 1.771 -5.228  0.0006
H19 1.929 0.524 -5.071  0.0002
H20 1.544 1.549 -3.693  -0.0003
H21 -1.944 1.556 -4.200  0.0001
H22 -1.981 0.744 -2.621  -0.0001
H23 -2.694 -0.020 -4.040  0.0001
H24 -0.944 -0.755 -6.433  0.0037
H25 -1.117 -2.182 -5.417  -0.0001
H26 0.477 -1.707 -6.021  -0.0001
H27 2.021 -2.361 -1.814  0.0015
H28 0.082 -2.584 -1.031  0.0010